(1)
The following is a quantum chemistry calculation of a 5-piece molecular cluster, C27H58BrNO16S4 overall, from OMol25.

- Kohn-Sham gap: 9.107 eV
- E_HOMO: -8.97 eV
- Total charge: 0
- SMILES: C=CC(=O)OCCCCCCN(CC)C(=O)OCCCBr.CCOS(C)(=O)=O.CCOS(C)(=O)=O.CCOS(C)(=O)=O.CCOS(C)(=O)=O

Geometry (Å):
Br (-10.2010, -3.4212, 0.5011)
S (4.0134, 1.8637, 4.7182)
S (-0.5191, 2.4316, 2.0967)
S (6.0679, 1.0827, -0.6840)
S (-3.3259, 1.4410, -4.1072)
O (-0.6197, 4.0055, 2.2672)
O (3.2642, 0.4824, 4.4904)
O (5.4937, 1.7162, -1.8315)
O (-1.9056, 1.6006, -4.1554)
O (3.0533, 2.9284, 4.7207)
O (-4.0094, 1.5023, -2.8501)
O (-4.0127, 2.4567, -5.1154)
O (7.4882, 0.4980, -1.0760)
O (-5.5386, -2.7781, -0.8816)
O (2.9643, -2.5931, 0.1995)
O (3.3808, -4.7133, -0.4179)
O (4.9132, 1.7305, 5.8230)
O (-1.1412, 2.0654, 0.8585)
O (-4.4615, -3.5695, 0.9162)
O (-0.9357, 1.7856, 3.3043)
O (6.1790, 1.8214, 0.5398)
N (-3.1919, -2.7398, -0.8088)
C (9.0663, 2.3616, -0.7043)
C (-2.6758, -3.8382, -1.6519)
C (2.5726, -0.1070, 5.6217)
C (5.2139, -3.9110, 2.1397)
C (-3.2002, -1.4126, -1.4628)
C (3.7380, -3.7151, 0.1451)
C (-8.3478, -3.5058, -0.1137)
C (-3.7716, -0.0247, -4.9732)
C (8.4408, 1.4019, -1.6926)
C (5.0332, -3.5412, 0.8581)
C (-4.4042, -3.0646, -0.1685)
C (-2.8366, 4.5962, -4.7437)
C (5.2933, -0.4644, -0.3737)
C (1.2254, 2.3269, 1.9548)
C (-3.7035, -4.5537, -2.5199)
C (4.8871, 1.8909, 3.1966)
C (-1.9319, 4.6054, 2.1509)
C (-4.1437, 3.8356, -4.6878)
C (-0.8428, -0.3882, -1.3270)
C (-2.2659, -0.4291, -0.7410)
C (1.2670, 0.5910, 5.9389)
C (-7.4569, -2.5325, 0.6517)
C (-6.4381, -1.8535, -0.2414)
C (0.9569, -2.2664, -1.2142)
C (2.4651, -2.2190, -1.1089)
C (0.2192, -1.1273, -0.4842)
C (-2.7943, 4.3761, 3.3733)
H (4.2980, -0.2827, 0.0243)
H (-6.9689, -3.0316, 1.4865)
H (-1.9314, -3.3857, -2.3075)
H (-2.1226, 4.2172, -4.0144)
H (9.8562, 2.9270, -1.1991)
H (5.8781, -0.9980, 0.3667)
H (-4.5027, -5.0140, -1.9402)
H (-2.4120, 4.2382, 1.2426)
H (2.8345, -1.2180, -1.3366)
H (-3.0210, 5.6494, -4.5302)
H (5.6095, 1.0823, 3.1603)
H (4.1635, 1.8033, 2.3917)
H (7.9512, 1.9273, -2.5132)
H (1.5357, 2.8353, 1.0450)
H (-2.8759, -1.5132, -2.5005)
H (0.6357, 0.6566, 5.0523)
H (0.6079, -3.2341, -0.8504)
H (0.9630, -0.4152, -0.1166)
H (-6.9330, -1.3050, -1.0434)
H (-0.5446, 0.6588, -1.3805)
H (1.4343, 1.6042, 6.3004)
H (-4.2145, -1.0185, -1.4698)
H (-3.7167, 4.9502, 3.2794)
H (8.3340, 3.0655, -0.3127)
H (-4.1122, -3.8933, -3.2851)
H (5.2375, -1.0176, -1.3074)
H (-8.3841, -3.2982, -1.1785)
H (-1.7323, 5.6662, 2.0140)
H (-8.0722, -1.7384, 1.0808)
H (-4.8693, 4.2635, -5.3762)
H (-3.1936, -5.3612, -3.0513)
H (3.2453, -0.1227, 6.4802)
H (9.4926, 1.8199, 0.1399)
H (0.7373, 0.0328, 6.7115)
H (5.6400, -3.2297, 2.8708)
H (5.3940, 2.8511, 3.1377)
H (-4.8529, -0.1290, -4.9558)
H (-8.0561, -4.5338, 0.0654)
H (9.1941, 0.7457, -2.1228)
H (-2.2025, -0.7886, 0.2882)
H (2.3949, -1.1376, 5.3212)
H (-0.2702, -1.5497, 0.3934)
H (-0.8524, -0.7533, -2.3577)
H (-3.3976, 0.0503, -5.9905)
H (-2.1425, -4.5504, -1.0199)
H (5.8715, -3.1057, 0.3227)
H (-5.8694, -1.1357, 0.3545)
H (1.4641, 1.2645, 1.9074)
H (-2.3831, 4.5075, -5.7307)
H (4.9738, -4.9052, 2.5062)
H (-4.5817, 3.8576, -3.6890)
H (2.8738, -2.8941, -1.8601)
H (1.6724, 2.7744, 2.8395)
H (-2.7091, 0.5622, -0.6919)
H (0.7339, -2.2362, -2.2851)
H (-2.2701, 4.6891, 4.2760)
H (-3.2994, -0.8568, -4.4580)
H (-3.0531, 3.3248, 3.4871)

***

(2)
The following is a quantum chemistry calculation of the molecule C12H21ClN2O4, from OMol25.

- Kohn-Sham gap: 10.117 eV
- E_HOMO: -9.70 eV
- Total charge: 0
- SMILES: CCCC[C@@](CCO)(OCCC(=O)Cl)[C@@H](N)N=C=O

Geometry (Å):
Cl (-5.0974, 1.5802, 0.8628)
O (-0.7922, -0.1215, -0.1159)
O (3.9633, -0.4791, 1.6463)
O (-4.9210, -0.2730, -0.9246)
O (1.6133, 4.0828, -0.7032)
N (0.6634, -0.4715, 2.1814)
N (2.2755, 1.1936, 1.5438)
C (-1.9458, 0.6435, 0.1606)
C (0.8858, 0.7430, 1.3921)
C (0.4900, -2.6443, -1.2365)
C (1.5562, -1.7102, -0.5973)
C (-3.0649, -0.3473, 0.5789)
C (-4.3719, 0.1711, 0.0250)
C (1.4161, -0.2202, -0.9566)
C (-0.3181, -3.4036, -0.1690)
C (1.6301, 2.7030, -1.1176)
C (0.3087, 2.0203, -0.6795)
C (0.4527, 0.5967, -0.0930)
C (3.1277, 0.3260, 1.6841)
H (0.8369, -0.2217, 3.1519)
H (-0.3465, 1.9997, -1.5520)
H (0.9306, -3.3411, -1.9469)
H (2.5245, -2.0259, -0.9967)
H (-0.6110, -4.4015, -0.5001)
H (1.0386, -0.1584, -1.9824)
H (1.6649, 2.7145, -2.2085)
H (1.6035, -1.8936, 0.4710)
H (0.2383, -3.5153, 0.7621)
H (-1.8104, 1.3418, 0.9872)
H (-0.2022, -2.0001, -1.7794)
H (0.2627, 1.5409, 1.8125)
H (-3.1581, -0.3653, 1.6640)
H (-0.3154, -0.7366, 2.1608)
H (-2.3019, 1.1683, -0.7294)
H (-2.9262, -1.3259, 0.1312)
H (-0.1316, 2.6930, 0.0560)
H (1.0963, 4.5478, -1.3677)
H (2.4146, 0.2118, -0.9838)
H (-1.2395, -2.8729, 0.0715)
H (2.5173, 2.2554, -0.6916)

***

(3)
The following is a quantum chemistry calculation of an isolated ion of composition C15H25Cl2N6O2 and charge +1, from OMol25.

- Kohn-Sham gap: 9.204 eV
- E_HOMO: -12.75 eV
- Total charge: +1
- SMILES: [H]/N=C/CN(C1=[N+](N(C(C)=O)C(C)=O)C[C@@H](N)N1CCC)/C(Cl)=C(\C)Cl
- Energy relative to the best compared isomer or geometry (same formula, charge and spin): 0.000 eV

Geometry (Å):
Cl (-3.3885, 3.1853, -1.3624)
Cl (-3.2513, 2.1064, 1.5696)
O (-0.9172, -2.2248, -1.6001)
O (0.3912, -3.6487, 1.5097)
N (-3.2003, -3.0902, 0.1938)
N (0.0937, -1.1658, 1.0282)
N (0.4669, 1.0088, 0.3188)
N (0.7944, -1.9148, -0.0203)
N (2.8684, 0.3300, 0.2912)
N (-1.7673, 0.1363, 0.6482)
C (-0.4632, 0.0696, 0.6330)
C (1.1659, -0.6325, 1.9169)
C (1.3845, 3.3363, 0.1662)
C (1.0301, -1.1135, -2.3932)
C (1.3449, -4.2690, -0.6129)
C (0.7853, -3.3164, 0.4015)
C (-2.4702, 1.3090, 0.2525)
C (2.1124, 4.0677, 1.3128)
C (1.6892, 0.5566, 1.0957)
C (-1.8274, 1.0860, -2.1421)
C (0.1777, -1.7796, -1.3532)
C (-2.5262, 1.7603, -1.0055)
C (-3.1450, -1.8409, -0.0090)
C (0.2294, 2.4475, 0.6526)
C (-2.6211, -0.9905, 1.1051)
H (1.9925, 1.2763, 1.8508)
H (1.8983, -1.3707, 2.1894)
H (3.3536, -0.5066, 0.5653)
H (-3.6108, -3.5742, -0.6011)
H (-2.0491, 1.6326, -3.0489)
H (-2.1289, -1.5828, 1.8586)
H (0.6174, -0.2075, 2.7530)
H (-2.1587, 0.0662, -2.2882)
H (-3.4835, -1.3973, -0.9423)
H (2.0190, -0.8809, -2.0278)
H (0.0431, 2.5810, 1.7122)
H (3.4861, 1.1231, 0.3200)
H (1.7878, 3.7213, 2.2892)
H (1.1344, -1.8453, -3.1900)
H (2.1676, -3.8277, -1.1662)
H (2.0737, 2.7369, -0.4124)
H (-0.7573, 1.1554, -1.9912)
H (0.5620, -4.4941, -1.3305)
H (0.9647, 4.1002, -0.4717)
H (-0.6627, 2.8033, 0.1602)
H (0.5253, -0.2600, -2.8178)
H (1.9306, 5.1316, 1.2816)
H (1.6279, -5.1855, -0.1227)
H (-3.4697, -0.5030, 1.5771)
H (3.1803, 3.8947, 1.2565)